Here is C41H53BBrN2O3V as an isolated structure from OMol25. Energies are from ωB97M-V/def2-TZVPD.

Calculated values
Total energy = -148910.492 eV
Charge = 0
2S+1 = 3

Structure (XYZ):
```
102
Properties=species:S:1:pos:R:3:forces:R:3:mulliken_charge:R:1
V -0.919 0.235 -0.259 0.52 0.43 -0.17 -1.171
C -4.799 -2.024 -2.383 0.02 0.02 0.01 -1.352
C -4.856 -3.018 -1.213 0.06 -0.01 -0.16 0.302
C -5.950 -2.755 -0.169 -0.02 -0.03 0.10 -1.483
C -3.494 -3.453 -0.653 -0.02 -0.09 0.07 0.823
C -3.340 -4.839 -0.620 -0.02 0.00 0.06 -1.035
C -2.158 -5.460 -0.270 -0.02 0.01 -0.01 -1.524
C -1.062 -4.674 0.012 0.01 0.02 0.03 -0.479
C -1.144 -3.288 0.002 0.13 -0.17 0.04 0.889
C 0.172 -2.561 0.239 -0.26 0.17 0.03 2.703
C 0.759 -2.854 1.620 0.02 -0.11 0.00 -1.790
C 1.183 -2.839 -0.872 0.02 -0.08 -0.01 -1.233
C -2.383 -2.668 -0.258 -0.01 0.55 -0.30 -0.035
N -2.392 -1.236 -0.206 0.12 0.06 0.27 0.913
C -3.463 -0.513 -0.025 -0.32 0.15 0.05 -0.538
C -3.467 0.909 -0.034 0.19 -0.17 0.11 0.558
C -4.546 1.781 0.116 -0.16 0.00 0.04 -1.546
C -4.026 3.069 0.071 0.03 0.00 -0.02 -1.216
C -2.637 2.950 -0.098 0.24 -0.06 -0.05 -0.622
N -2.295 1.657 -0.172 -0.73 -0.37 0.13 0.918
C -1.588 4.036 -0.153 -0.11 -0.01 0.01 2.849
C -0.703 3.850 -1.388 0.06 0.03 -0.04 -1.333
C -2.263 5.405 -0.214 0.00 0.08 -0.01 -2.420
C -0.716 3.966 1.108 0.03 0.04 0.05 -1.364
H -5.809 -1.838 -2.752 -0.01 -0.03 0.00 0.473
H -4.221 -2.455 -3.202 0.02 -0.02 0.01 0.350
H -4.356 -1.056 -2.170 0.02 0.09 0.13 0.195
H -5.205 -3.937 -1.691 -0.03 0.06 -0.04 0.519
H -5.767 -1.942 0.533 -0.04 -0.04 -0.06 0.331
H -6.096 -3.651 0.436 0.00 0.00 0.00 0.398
H -6.891 -2.540 -0.678 -0.02 0.00 -0.01 0.401
H -4.186 -5.449 -0.910 0.00 -0.03 0.01 0.348
H -2.083 -6.538 -0.265 -0.01 -0.02 0.01 0.387
H -0.110 -5.140 0.231 0.00 -0.02 0.00 0.375
H -0.005 -1.483 0.228 0.12 -0.14 0.11 -0.961
H 1.043 -3.906 1.691 0.00 0.01 0.04 0.411
H 0.039 -2.641 2.411 -0.01 0.00 0.00 0.378
H 1.653 -2.253 1.793 0.01 0.02 -0.02 0.290
H 1.400 -3.908 -0.930 0.02 0.02 0.00 0.420
H 2.119 -2.320 -0.664 0.01 0.05 0.01 0.041
H 0.810 -2.511 -1.841 -0.04 -0.01 0.00 0.158
H -4.420 -0.979 0.148 0.04 0.01 -0.06 0.017
H -5.579 1.491 0.225 -0.02 0.01 0.01 0.592
H -4.574 3.993 0.144 -0.03 0.00 0.01 0.601
H -1.286 3.885 -2.309 -0.03 0.01 0.01 0.404
H -0.180 2.893 -1.371 -0.01 -0.01 0.04 -0.150
H 0.050 4.641 -1.419 0.00 0.00 -0.01 0.470
H -2.919 5.494 -1.081 0.01 -0.03 -0.02 0.431
H -1.501 6.183 -0.289 0.00 0.01 0.01 0.468
H -2.854 5.604 0.682 0.00 -0.02 0.02 0.414
H -0.100 3.067 1.118 -0.01 -0.06 -0.04 0.002
H -1.325 3.967 2.014 -0.02 0.04 -0.01 0.338
H -0.050 4.832 1.140 0.03 -0.01 0.01 0.459
C 3.643 1.524 5.787 0.00 0.03 0.02 -1.645
C 4.011 0.379 4.834 -0.06 0.02 -0.06 1.849
C 3.711 -0.962 5.513 0.00 -0.04 0.03 -1.675
C 5.510 0.451 4.550 0.05 0.01 0.02 -2.060
C 3.178 0.502 3.558 -0.09 -0.01 0.08 -0.317
C 1.786 0.457 3.640 0.16 0.01 0.00 -0.662
C 1.044 0.564 2.491 0.03 -0.07 0.12 0.815
Br -0.850 0.404 2.625 0.00 -0.01 -0.05 -0.040
C 1.604 0.718 1.216 -0.35 0.01 -0.60 0.109
O 0.802 0.772 0.135 0.50 -0.20 0.50 0.478
C 2.998 0.770 1.112 0.17 0.08 0.09 -1.023
C 3.734 0.658 2.300 -0.03 -0.01 -0.11 -0.261
C 3.820 0.959 -0.181 -0.07 0.00 0.13 2.212
C 4.607 2.272 -0.052 0.04 0.07 -0.05 -1.786
C 3.041 1.034 -1.499 -0.07 -0.03 0.06 -1.966
C 4.809 -0.211 -0.302 0.09 -0.05 0.01 -1.660
H 4.236 1.460 6.701 0.01 0.00 0.01 0.442
H 2.591 1.491 6.070 -0.01 -0.01 -0.01 0.337
H 3.833 2.492 5.321 0.01 0.00 -0.01 0.359
H 4.282 -1.049 6.440 0.01 -0.01 0.02 0.442
H 3.982 -1.798 4.865 0.01 0.00 -0.02 0.364
H 2.655 -1.063 5.763 -0.01 0.02 0.00 0.329
H 6.058 0.366 5.490 0.02 0.00 0.01 0.448
H 5.792 1.398 4.087 -0.01 0.03 0.01 0.381
H 5.843 -0.359 3.899 -0.02 -0.03 0.00 0.388
H 1.285 0.328 4.590 -0.02 0.00 0.01 0.551
H 4.810 0.693 2.214 -0.02 0.01 0.04 0.355
H 3.928 3.126 -0.037 -0.02 0.01 0.02 0.374
H 5.275 2.389 -0.909 0.00 0.00 -0.01 0.477
H 5.213 2.308 0.853 0.01 -0.02 0.00 0.288
H 2.327 1.854 -1.518 -0.02 0.04 0.04 0.147
H 2.497 0.117 -1.718 -0.03 -0.07 0.03 0.206
H 3.768 1.195 -2.300 -0.04 0.00 -0.01 0.621
H 5.551 -0.212 0.498 -0.02 -0.01 -0.02 0.325
H 5.346 -0.144 -1.250 0.02 0.01 -0.01 0.502
H 4.288 -1.169 -0.274 -0.03 -0.01 -0.03 0.166
O -1.162 1.181 -3.291 0.10 -0.33 0.27 -0.248
B -0.870 0.121 -2.391 -0.01 -0.05 -1.10 1.711
O -0.636 -1.046 -3.169 -0.03 0.25 0.28 -0.284
C -0.778 -0.683 -4.481 0.07 -0.28 0.06 0.436
C -0.646 -1.469 -5.601 -0.03 0.06 -0.19 -0.989
C -0.849 -0.840 -6.832 0.01 -0.01 0.11 -0.606
C -1.168 0.513 -6.907 0.00 0.01 0.10 -0.551
C -1.298 1.293 -5.755 0.01 -0.07 -0.20 -1.102
C -1.094 0.657 -4.554 -0.06 0.27 0.11 0.554
H -0.399 -2.518 -5.524 0.00 -0.01 -0.01 0.529
H -0.755 -1.416 -7.742 0.00 0.00 -0.02 0.402
H -1.318 0.970 -7.875 0.00 0.01 -0.02 0.402
H -1.546 2.344 -5.799 0.00 0.02 -0.01 0.503
```
Forces are in eV/Å.